{"formula": "C31H27BrF2N2O4PV", "method": "ωB97M-V/def2-TZVPD", "elements": ["C", "H", "H", "H", "P", "H", "C", "H", "H", "C", "C", "C", "C", "H", "H", "C", "H", "C", "N", "H", "H", "V", "C", "H", "H", "C", "C", "O", "C", "C", "H", "H", "H", "H", "C", "F", "H", "O", "H", "C", "C", "C", "C", "H", "H", "N", "C", "C", "C", "C", "C", "C", "C", "C", "H", "H", "C", "C", "Br", "H", "O", "C", "F", "O", "H", "H", "C", "C", "H"], "positions_angstrom": [[0.727, 3.926, 1.253], [1.951, 2.368, -1.908], [0.734, 3.657, -1.971], [-4.141, -4.266, 2.803], [0.136, 1.768, -0.487], [-0.003, 4.505, 0.700], [-6.443, -1.789, 2.671], [2.058, 0.819, 1.377], [4.312, 0.250, -1.640], [4.745, -3.013, -0.933], [-2.405, -2.722, 1.598], [6.116, -3.023, -0.706], [6.840, -1.846, -0.809], [0.326, -3.129, 1.301], [2.445, -2.497, -2.459], [1.413, 4.505, 2.307], [3.292, 1.850, 3.250], [6.207, -0.654, -1.133], [1.922, -2.461, -0.462], [1.224, 5.538, 2.569], [3.121, -3.990, -0.711], [0.188, -0.733, -1.846], [-5.871, -3.023, 2.956], [-5.254, 3.570, -0.169], [-7.465, -1.575, 2.953], [-3.769, -2.349, 1.914], [-3.508, 3.456, -1.411], [2.098, -0.572, -1.860], [-3.596, 2.662, 0.851], [1.882, 1.856, 1.639], [6.593, -3.957, -0.443], [0.710, -1.990, -4.206], [-1.658, 3.210, -2.441], [6.773, 0.265, -1.212], [-4.219, 3.263, -0.238], [-0.062, -3.461, -3.120], [2.875, 4.215, 3.852], [-0.167, 0.751, -3.082], [2.332, -2.137, 0.416], [-0.041, -2.098, -3.408], [2.575, 2.437, 2.693], [-1.551, 2.451, -0.424], [0.344, 1.942, -3.242], [-6.086, 0.141, 1.808], [-3.781, -0.313, 1.200], [0.575, -2.053, -0.493], [-5.668, -0.834, 2.026], [0.877, 2.574, -1.951], [-4.358, -1.098, 1.664], [2.340, 3.761, 3.028], [4.839, -0.654, -1.365], [-4.567, -3.293, 2.585], [-1.519, -2.257, 0.671], [4.097, -1.823, -1.278], [-3.984, 3.914, -2.268], [-1.809, 1.768, 1.601], [-2.181, 3.055, -1.506], [-0.157, -2.526, 0.540], [-2.188, -1.177, -0.796], [7.907, -1.861, -0.629], [0.368, 2.547, -4.293], [-2.277, 2.256, 0.753], [-1.270, -1.858, -4.022], [4.068, -4.190, -0.804], [-1.999, -3.531, 2.199], [-6.447, -3.786, 3.465], [2.619, -1.827, -1.600], [0.956, 2.595, 0.910], [-4.140, 2.494, 1.771]], "forces_ev_per_angstrom": [[0.0, 0.0, 0.0], [0.0, 0.0, 0.0], [0.0, -0.1, 0.0], [0.0, 0.0, 0.0], [-0.1, -0.5, -0.4], [0.0, 0.0, 0.0], [0.0, 0.0, 0.0], [0.0, 0.0, 0.0], [0.0, 0.0, 0.0], [-0.1, -0.1, 0.1], [0.1, 0.0, 0.0], [0.0, 0.0, 0.0], [0.1, 0.0, 0.0], [0.0, 0.0, 0.0], [0.0, 0.0, 0.0], [0.0, 0.0, 0.0], [0.0, 0.0, 0.0], [-0.1, -0.1, 0.0], [0.0, 0.2, 0.3], [0.0, 0.0, 0.0], [-0.2, 0.0, 0.0], [1.1, -0.2, 0.3], [0.0, 0.0, 0.0], [0.0, 0.0, 0.0], [0.0, 0.0, 0.0], [-0.1, -0.1, 0.1], [0.0, 0.0, 0.0], [-0.6, -0.2, 0.1], [0.0, 0.0, 0.0], [0.1, 0.0, 0.1], [0.0, 0.0, 0.0], [0.0, 0.1, 0.1], [0.0, 0.0, 0.0], [0.0, 0.0, 0.0], [0.0, 0.0, 0.0], [0.0, 0.0, 0.1], [0.0, 0.0, 0.0], [0.1, 0.5, -0.4], [0.0, 0.1, -0.1], [0.0, 0.0, -0.2], [0.0, 0.0, 0.0], [0.1, 0.1, 0.2], [-0.5, -0.7, 0.2], [0.0, 0.0, 0.0], [0.0, 0.0, 0.0], [-0.4, 0.0, -0.3], [-0.1, 0.0, 0.0], [0.2, 0.3, 0.0], [0.1, 0.0, 0.0], [0.0, 0.0, 0.0], [0.0, 0.0, 0.0], [0.0, 0.0, 0.0], [-0.2, 0.1, 0.0], [0.1, 0.1, -0.1], [0.0, 0.0, 0.0], [0.0, 0.0, 0.0], [0.0, 0.0, -0.1], [0.1, 0.0, -0.1], [0.0, 0.1, 0.1], [0.0, 0.0, 0.0], [0.1, 0.3, 0.0], [0.0, 0.0, 0.0], [-0.1, 0.0, 0.0], [0.3, 0.0, 0.0], [0.0, 0.0, 0.0], [0.0, 0.0, 0.0], [0.0, 0.0, 0.0], [0.1, 0.0, 0.0], [0.0, 0.0, 0.0]], "mulliken_charge": [-0.159, 0.463, 0.539, 0.328, 1.489, 0.381, -0.471, 0.310, 0.417, 0.462, -1.169, -0.683, -0.276, 0.283, -0.002, -0.679, 0.408, -0.888, -0.546, 0.393, 0.452, 0.604, -0.484, 0.379, 0.365, 1.001, -0.734, -0.655, -0.535, -0.266, 0.419, 0.181, 0.268, 0.406, -0.548, -0.297, 0.361, -0.735, 0.348, 0.224, -0.541, 0.496, 0.324, 0.380, 0.004, 0.334, -0.624, -1.049, 0.230, -0.453, -0.457, -0.655, 0.671, 0.244, 0.403, 0.403, -0.614, -0.935, -0.201, 0.353, -0.735, -0.568, -0.272, -0.696, 0.234, 0.346, 0.660, -0.118, 0.483], "multiplicity": 2, "homo_ev": [-3.13, -3.07], "lumo_energy_ev": [2.437, 2.425], "charge": -1, "gap_ha": [0.205, 0.202]}

=====

{"formula": "C31H27ClN8O4RuS", "method": "ωB97M-V/def2-TZVPD", "elements": ["H", "H", "C", "H", "H", "H", "C", "C", "H", "C", "H", "H", "C", "O", "N", "C", "C", "O", "H", "Cl", "H", "C", "H", "C", "C", "S", "N", "C", "H", "C", "H", "C", "C", "H", "H", "H", "C", "N", "O", "H", "C", "C", "H", "H", "H", "N", "H", "N", "C", "H", "N", "C", "C", "C", "C", "C", "H", "Ru", "H", "C", "C", "C", "H", "O", "C", "N", "C", "C", "H", "N", "C", "C", "H"], "positions_angstrom": [[1.070, 1.405, 1.872], [-2.583, -4.708, -1.122], [-0.014, 4.364, 0.526], [4.523, -1.378, -4.569], [1.468, 2.133, 0.209], [-0.819, 6.305, 0.141], [-0.928, 0.081, -2.587], [4.074, -0.544, -0.605], [-0.595, -3.638, -0.177], [-2.054, 0.027, 2.106], [2.476, -2.639, -1.685], [-3.058, -1.289, -3.655], [0.232, -2.641, 2.108], [0.611, -5.079, 3.923], [-0.748, -1.908, -1.288], [0.156, 3.313, 1.457], [-3.324, 1.932, 2.793], [1.623, -2.764, 0.222], [-2.271, 0.659, 4.151], [-2.690, -1.937, 4.522], [0.685, 3.463, -3.300], [-1.235, 5.652, 2.145], [-0.250, 2.700, 3.481], [-0.460, -3.016, 3.275], [0.895, 2.160, 1.119], [2.991, -0.179, 0.637], [3.837, -1.201, -1.775], [-1.069, 4.636, 3.082], [-1.762, 6.557, 2.415], [-0.294, -4.167, 4.226], [-1.471, 4.753, 4.080], [0.795, 1.586, -2.285], [-2.525, 0.847, 3.120], [2.450, -1.732, -3.094], [1.751, 1.781, -1.818], [-2.551, 0.713, -3.847], [-1.439, -1.263, -2.250], [-0.250, -1.515, 1.593], [-0.970, -4.232, 5.218], [4.824, -2.944, -3.794], [-1.415, -2.025, 3.413], [0.200, 2.516, -3.114], [-2.014, -0.371, 0.010], [5.923, 0.212, 0.018], [6.172, -1.851, -4.144], [-1.261, -1.129, 2.403], [-3.695, 2.568, 3.585], [0.247, 0.396, -2.016], [-2.357, 0.299, 0.781], [1.103, -4.872, 3.084], [2.580, -1.708, -2.090], [-0.391, 3.482, 2.746], [5.015, -1.266, -2.495], [-3.619, 2.224, 1.470], [-2.288, -3.729, -1.474], [-2.990, -3.070, -2.468], [-3.861, -3.518, -2.926], [0.864, -0.890, -0.346], [-1.532, 2.911, -4.323], [-1.594, 0.971, -3.420], [-1.177, -3.121, -0.922], [-2.547, -1.822, -2.867], [-3.349, 1.622, -0.573], [1.772, -4.403, 1.711], [-0.702, 5.509, 0.865], [5.964, -0.685, -1.839], [1.307, -3.340, 1.324], [-3.125, 1.407, 0.464], [-4.229, 3.083, 1.227], [5.376, -0.259, -0.683], [-1.025, 2.204, -3.681], [5.133, -1.899, -3.829], [0.416, 4.261, -0.464]], "forces_ev_per_angstrom": [[0.0, -0.1, -0.1], [0.0, 0.0, 0.0], [-0.1, 0.0, 0.0], [0.0, 0.0, 0.0], [0.0, -0.1, 0.0], [0.0, 0.0, 0.0], [0.1, 0.0, 0.0], [-0.2, 0.0, 0.0], [0.0, 0.1, 0.0], [0.0, 0.0, -0.1], [0.0, 0.0, 0.0], [0.0, 0.0, 0.0], [0.2, -0.1, -0.1], [-0.1, 0.0, 0.1], [-0.3, 0.1, 0.0], [0.2, -0.2, -0.2], [0.0, 0.0, 0.0], [-0.2, 0.3, 0.2], [0.0, 0.0, 0.0], [0.0, 0.0, 0.0], [0.0, 0.0, 0.0], [0.0, 0.1, 0.0], [0.0, 0.0, 0.0], [0.0, 0.1, 0.0], [-0.2, 0.5, 0.5], [0.0, 0.5, -0.1], [0.0, 0.2, 0.2], [0.0, -0.1, 0.0], [0.0, 0.0, 0.0], [0.0, -0.1, 0.0], [0.0, 0.0, 0.0], [0.0, -0.1, -0.1], [0.1, 0.1, 0.0], [0.0, 0.1, 0.0], [0.0, 0.0, 0.1], [0.0, 0.0, 0.0], [0.0, 0.1, 0.0], [0.3, 0.6, -0.2], [0.0, 0.0, 0.0], [0.0, 0.0, 0.0], [-0.1, 0.0, -0.1], [0.0, 0.0, -0.1], [0.0, 0.0, 0.0], [0.0, 0.0, 0.0], [0.0, 0.0, 0.0], [0.0, 0.1, 0.0], [0.0, 0.0, 0.0], [-0.3, 1.1, 0.7], [-0.1, 0.0, 0.0], [0.0, 0.0, 0.0], [-0.5, 0.1, 0.4], [0.0, 0.1, 0.1], [0.1, -0.1, 0.0], [0.0, 0.0, 0.0], [0.0, 0.0, 0.0], [0.0, 0.0, 0.0], [0.0, 0.0, 0.0], [0.6, -3.4, -0.9], [0.0, 0.0, 0.0], [0.1, -0.1, 0.0], [0.2, 0.0, 0.0], [0.0, 0.0, 0.0], [0.0, 0.0, 0.0], [0.0, 0.0, -0.1], [0.0, 0.0, 0.0], [0.0, -0.1, 0.0], [0.1, 0.1, 0.1], [0.0, 0.0, 0.0], [0.0, 0.0, 0.0], [0.0, 0.0, 0.1], [0.0, 0.0, 0.0], [0.0, 0.0, 0.0], [0.0, 0.0, 0.0]], "mulliken_charge": [0.282, 0.522, -0.299, 0.330, 0.443, 0.411, 0.583, 0.323, 0.473, -0.062, 0.311, 0.446, -0.396, -0.555, 0.712, 0.756, -0.901, -0.233, 0.526, -0.103, 0.490, -0.467, 0.453, -0.436, -1.180, -0.499, 0.443, -0.723, 0.416, 0.450, 0.457, -0.550, -0.534, 0.311, 0.764, 0.406, 0.886, 1.395, -0.573, 0.327, 0.197, -1.067, 0.465, 0.196, 0.365, -0.436, 0.415, 0.527, 0.198, 0.414, -0.600, -0.290, 1.020, -0.735, -1.042, -0.717, 0.455, 0.650, 0.458, -1.013, -0.346, -1.074, 0.478, -0.832, -0.668, -0.798, 0.858, -0.427, 0.445, 0.215, -0.713, -1.349, 0.343], "multiplicity": 2, "homo_ev": [-9.40, -10.90], "lumo_energy_ev": [-3.719, -3.690], "charge": 1, "gap_ha": [0.209, 0.265]}

=====

{"formula": "C31H27N6O7PbS2", "method": "ωB97M-V/def2-TZVPD", "elements": ["S", "C", "H", "C", "H", "H", "C", "H", "H", "C", "H", "H", "H", "H", "H", "H", "C", "C", "H", "H", "C", "O", "H", "H", "C", "C", "N", "N", "C", "H", "H", "C", "C", "C", "H", "C", "C", "H", "C", "C", "O", "O", "O", "C", "C", "N", "Pb", "C", "O", "C", "H", "C", "N", "C", "N", "C", "C", "H", "C", "H", "O", "H", "H", "C", "N", "S", "C", "O", "C", "H", "C", "H", "H", "C"], "positions_angstrom": [[-1.647, 0.182, 5.881], [-0.680, 1.486, -5.813], [1.251, 3.910, -4.427], [-0.656, 0.898, 4.670], [-1.080, 1.169, -6.769], [2.520, -1.500, 2.100], [3.244, -0.093, -0.754], [-4.293, 2.257, 2.166], [-3.039, 4.139, 1.852], [0.126, 2.614, -5.740], [5.024, 0.807, -4.066], [-2.408, -0.703, 0.881], [-2.900, 1.611, 3.035], [-1.632, -0.097, -4.709], [-0.432, 1.958, 4.666], [0.239, -6.895, 0.115], [-1.166, 3.487, 2.738], [0.557, -4.854, -0.481], [-0.531, -6.338, 2.401], [-4.598, -0.067, 2.511], [4.172, -2.124, 0.838], [-0.243, 3.116, -0.972], [0.360, 3.175, -6.637], [0.884, -5.135, -1.473], [5.018, -0.502, -2.395], [-0.984, 0.768, -4.664], [1.604, 1.607, -1.092], [-0.270, 0.077, 3.747], [4.375, -0.828, -1.177], [-4.125, 2.411, -0.267], [-0.718, 0.613, -2.539], [0.320, 2.303, -3.375], [3.412, 1.281, -2.732], [3.060, -1.326, 1.175], [-2.561, 3.004, -0.842], [-2.144, 3.580, 1.555], [2.734, 0.985, -1.563], [4.489, -2.916, 1.504], [-0.244, -5.559, 1.705], [-0.483, -2.207, 2.959], [-2.862, -0.762, 1.746], [-3.498, 0.666, -2.002], [-0.072, 2.886, 2.469], [0.188, -5.859, 0.426], [-0.765, -1.183, 3.962], [-2.487, 2.230, 1.086], [-0.020, 1.061, 0.886], [-2.777, 0.916, -1.043], [-1.774, 0.208, -0.650], [-0.477, 1.169, -3.438], [3.082, 2.107, -3.345], [4.819, -1.872, -0.335], [-0.058, -1.961, 1.753], [-3.045, 2.218, -0.264], [2.609, -0.362, 0.417], [0.627, 3.030, -4.515], [-0.291, -4.213, 2.047], [-4.419, 0.202, 0.782], [-3.398, 1.619, 2.062], [5.679, -2.460, -0.638], [-1.482, 3.950, 3.837], [5.882, -1.073, -2.712], [-2.061, -2.194, 5.423], [-1.527, -1.324, 5.080], [-0.650, -3.546, 3.202], [0.934, 2.848, -1.794], [4.536, 0.537, -3.137], [1.814, 3.959, -2.066], [-3.880, 0.215, 1.735], [0.783, -2.732, -0.827], [0.507, -3.518, -0.135], [-0.911, -3.954, 4.081], [-1.634, 4.100, 0.746], [0.076, -3.199, 1.151]], "forces_ev_per_angstrom": [[0.0, 0.0, 0.0], [0.0, 0.0, 0.0], [0.0, 0.0, 0.0], [0.0, 0.0, 0.0], [0.0, 0.0, 0.0], [0.0, 0.0, 0.0], [0.0, 0.0, 0.0], [0.0, 0.0, 0.0], [0.0, 0.0, 0.0], [0.0, 0.0, 0.0], [0.0, 0.0, 0.0], [0.0, 0.0, 0.1], [0.0, 0.0, 0.0], [0.0, 0.0, 0.0], [0.0, 0.0, 0.0], [0.0, 0.0, 0.0], [0.0, 0.0, 0.0], [0.0, 0.0, 0.0], [0.0, 0.0, 0.0], [0.0, 0.0, 0.0], [0.0, 0.0, 0.0], [0.1, 0.0, 0.1], [0.0, 0.0, 0.0], [0.0, 0.0, 0.0], [0.0, 0.0, 0.0], [0.0, 0.0, 0.0], [0.0, 0.0, 0.0], [0.0, 0.0, -0.1], [0.0, 0.0, 0.0], [0.0, 0.0, 0.0], [0.0, 0.0, 0.0], [0.0, 0.0, 0.0], [0.0, 0.0, 0.0], [0.0, 0.0, 0.0], [0.0, 0.0, 0.0], [0.0, 0.0, 0.0], [0.0, 0.0, 0.0], [0.0, 0.0, 0.0], [0.0, 0.0, 0.0], [0.0, -0.1, 0.0], [0.2, 0.0, -0.1], [0.0, 0.0, 0.0], [0.0, 0.0, 0.0], [0.0, 0.0, 0.0], [0.0, 0.0, 0.0], [0.0, 0.0, 0.0], [-0.1, 0.0, 0.0], [0.0, 0.1, 0.0], [0.0, -0.1, 0.1], [0.0, 0.0, 0.0], [0.0, 0.0, 0.0], [0.0, 0.0, 0.0], [0.0, 0.1, 0.1], [0.0, 0.0, 0.0], [0.0, 0.0, 0.0], [0.0, 0.0, 0.0], [0.0, 0.0, 0.0], [0.0, 0.0, 0.0], [0.0, 0.0, 0.0], [0.0, 0.0, 0.0], [0.0, 0.0, 0.0], [0.0, 0.0, 0.0], [0.0, 0.0, 0.0], [0.0, 0.0, 0.0], [0.0, 0.0, 0.0], [0.0, 0.0, -0.1], [0.0, 0.0, 0.0], [0.0, 0.0, 0.0], [0.0, 0.0, 0.0], [0.0, 0.0, 0.0], [0.0, 0.0, 0.0], [0.0, 0.0, 0.0], [0.0, 0.0, 0.0], [0.0, 0.0, 0.0]], "mulliken_charge": [-0.216, -0.371, 0.486, -0.290, 0.370, 0.469, -0.065, 0.258, 0.387, -0.642, 0.377, 0.395, 0.127, 0.438, 0.537, 0.376, 0.246, -0.684, 0.412, 0.483, -0.928, -0.506, 0.377, 0.419, -0.858, -0.851, 0.035, 0.043, 1.309, 0.370, 0.296, 0.212, -0.480, -0.295, 0.488, -0.513, -0.102, 0.412, -1.222, 0.059, -0.406, -0.805, -0.784, -0.409, -0.172, 0.523, 2.004, 0.749, -0.838, -0.280, 0.395, -0.729, 0.773, -1.323, 0.185, -0.275, 0.366, 0.335, -0.395, 0.393, -0.762, 0.363, 0.375, -0.601, 0.012, 0.964, -0.952, -0.768, -1.012, 0.491, -0.591, 0.229, 0.398, 0.188], "homo_ev": -5.20, "lumo_energy_ev": 2.027, "charge": -1, "gap_ha": 0.266}

=====

Results for DFT total energy: -5667.14102 -2889.60342 -3042.19194 (in Ha, following the order of the records).
Results for max |F|: 1.21 3.54 0.18 (in eV/Å, following the order of the records).